This record from the Open Molecules 2025 dataset describes a structure of composition C22H27IN3V. The level of theory is ωB97M-V/def2-TZVPD.

Calculated values
relative energy (zero: lowest compared OMol25 entry of this formula, charge and spin) = 34.5 kcal/mol
total charge = -1
2S+1 = 2
⟨S²⟩ = 0.8405
max |F| = 0.80 eV/A
orbital gap (alpha / beta) = 5.725 / 4.530 eV
highest occupied orbital energy (alpha / beta) = -3.055 / -1.854 eV

Each line ends with the Mulliken charge.
Cartesian coordinates (Å):
1 V -0.98506 0.29949 -0.74425  1.08
2 C -1.85107 -2.71141 -1.58727  -1.45
3 N -0.68073 -2.00883 -1.06295  1.46
4 C 0.43484 -2.12448 -2.02394  -1.07
5 C -0.19217 -2.55730 0.18821  0.39
6 C -0.27621 -3.90230 0.49374  -0.48
7 C 0.36090 -4.41958 1.61771  -0.91
8 C 1.13453 -3.56814 2.38720  -0.76
9 C 1.22069 -2.21773 2.09311  -0.74
10 C 0.51075 -1.64858 1.01521  -0.60
11 N 0.50283 -0.33081 0.64820  1.15
12 C 0.91566 0.65744 1.54509  -0.06
13 C 0.75434 0.59175 2.93210  -0.87
14 C 1.12129 1.63872 3.76212  -0.96
15 C 1.65948 2.79414 3.22984  -0.74
16 C 1.79202 2.90190 1.85254  -0.20
17 C 1.41320 1.86595 1.01243  0.07
18 N 1.42914 2.00021 -0.40482  0.91
19 C 1.36743 3.36111 -0.89087  -1.57
20 C 2.51899 1.26991 -1.03386  -1.13
21 H -1.61745 -3.74493 -1.87265  0.34
22 H -2.63580 -2.70719 -0.83362  0.38
23 H -2.20441 -2.18710 -2.47055  0.33
24 H 0.70376 -3.17650 -2.18404  0.37
25 H 0.15525 -1.68740 -2.97994  0.31
26 H 1.29914 -1.59200 -1.62805  0.19
27 H -0.83685 -4.56958 -0.14746  0.26
28 H 0.26952 -5.46954 1.86475  0.39
29 H 1.67947 -3.96008 3.23865  0.36
30 H 1.84570 -1.58125 2.70122  0.59
31 H 0.27547 -0.27691 3.36212  0.54
32 H 0.95049 1.55721 4.82872  0.33
33 H 1.93698 3.62215 3.86990  0.36
34 H 2.16519 3.82422 1.42670  0.30
35 H 2.31165 3.91284 -0.74803  0.41
36 H 1.15161 3.34132 -1.96137  0.30
37 H 0.56419 3.89304 -0.38251  0.43
38 H 3.48950 1.76274 -0.85792  0.32
39 H 2.55767 0.25983 -0.63131  0.25
40 H 2.35153 1.21516 -2.11350  0.30
41 C -0.91674 1.47931 -2.74871  -0.59
42 C -1.69253 2.31721 -1.90643  -0.33
43 C -2.85244 1.61724 -1.57057  -0.98
44 C -2.83835 0.36171 -2.20822  -0.59
45 C -1.63884 0.28560 -2.96613  -1.01
46 H 0.04051 1.72811 -3.18493  0.48
47 H -1.41788 3.28037 -1.50806  0.39
48 H -3.59458 1.96700 -0.87137  0.66
49 H -3.61012 -0.38871 -2.14529  0.42
50 H -1.35625 -0.49917 -3.64995  0.84
51 I -2.30816 2.70235 1.81546  -0.45
52 C -2.20305 0.47499 0.86641  -1.53
53 H -3.28379 0.37405 0.78180  0.66
54 H -1.89123 -0.02758 1.78537  0.46